1.
C48H53GaN5O3S2Si2Te as an isolated structure at a distorted geometry, computed with ωB97M-V/def2-TZVPD.

Its net charge is +1. The value obtained for the highest occupied orbital energy (spin up / spin down) is -8.606 / -9.029 eV. The calculation puts the HOMO-LUMO gap (spin up / spin down) at 0.185 / 0.219 Eh. As for the spin multiplicity: 1.

CARTESIAN COORDINATES (ANGSTROEM)
Ga -0.584 -1.896 4.596
N 3.368 -0.710 5.859
C 2.621 -1.847 5.933
N 1.363 -1.547 5.645
C 1.369 -0.163 5.483
N 2.588 0.344 5.467
C 0.272 0.598 5.230
C 0.338 1.975 5.191
N -0.689 2.712 4.803
C -1.862 2.052 4.650
C -1.981 0.692 4.463
N -0.911 -0.070 4.912
H 4.414 -0.738 5.901
H 2.997 -2.857 6.258
H 1.279 2.455 5.349
H -2.717 2.683 4.601
H -2.874 0.182 4.170
C 4.233 -2.564 -8.119
C 3.294 -2.073 -7.026
C 3.729 -2.208 -5.653
C 3.157 -1.430 -4.664
C 1.924 -0.761 -4.881
C 1.483 -0.664 -6.165
C 2.156 -1.250 -7.237
S 1.246 0.055 -3.405
O 1.560 -0.855 -2.233
C 2.390 1.449 -3.021
C 3.539 1.110 -2.314
C 4.331 2.147 -1.798
C 4.106 3.450 -2.159
C 4.956 4.438 -1.615
C 4.718 5.754 -1.983
C 3.483 6.103 -2.620
C 2.655 5.163 -3.171
C 2.945 3.797 -2.986
C 2.036 2.770 -3.364
C 0.718 3.153 -3.948
C 0.638 3.278 -5.338
C 1.704 3.812 -6.164
C 1.366 4.215 -7.417
C 0.142 3.929 -8.041
C -0.741 3.166 -7.325
C -0.633 3.093 -5.947
C -1.709 2.909 -5.122
C -1.632 2.965 -3.755
C -0.391 3.146 -3.123
S -0.066 3.673 -1.366
O -1.142 2.991 -0.604
C -0.429 5.520 -1.453
C -0.297 6.202 -0.246
C -0.859 7.500 -0.049
C -1.783 8.056 -0.933
C -2.495 9.412 -0.905
C -1.882 7.364 -2.136
C -1.158 6.195 -2.466
H 5.113 -3.059 -7.658
H 4.600 -1.720 -8.714
H 3.743 -3.274 -8.799
H 4.581 -2.870 -5.461
H 3.644 -1.440 -3.696
H 0.514 -0.198 -6.394
H 1.809 -1.170 -8.251
H 3.676 0.029 -2.008
H 5.192 1.941 -1.169
H 5.797 4.035 -1.038
H 5.485 6.469 -1.726
H 3.169 7.169 -2.714
H 1.643 5.455 -3.611
H 2.744 3.834 -5.721
H 2.048 4.970 -7.865
H -0.021 4.203 -9.051
H -1.645 2.760 -7.688
H -2.637 2.611 -5.609
H -2.506 2.767 -3.099
H 0.199 5.723 0.638
H -0.827 7.937 0.959
H -2.256 10.081 -0.115
H -3.614 9.269 -0.701
H -2.270 9.973 -1.844
H -2.668 7.627 -2.817
H -1.518 5.694 -3.382
O -1.265 -3.604 4.131
C -0.894 -6.513 1.111
Si -0.533 -7.130 2.907
C 0.946 -6.390 3.829
C -0.086 -8.984 2.728
C -2.077 -6.805 4.003
Te -2.724 -4.699 3.960
C -3.022 -4.605 6.133
Si -4.825 -5.286 6.496
C -5.299 -4.725 8.384
C -5.989 -4.176 5.474
C -5.116 -7.103 6.330
H -0.004 -6.830 0.495
H -1.114 -5.482 0.952
H -1.765 -7.048 0.750
H 1.742 -6.062 3.150
H 1.393 -7.027 4.596
H 0.588 -5.520 4.359
H 0.689 -9.217 3.531
H 0.409 -9.078 1.743
H -0.953 -9.639 2.792
H -2.047 -7.251 5.071
H -2.952 -7.350 3.497
H -2.940 -3.550 6.310
H -2.169 -5.151 6.533
H -5.601 -5.633 8.968
H -6.115 -3.982 8.254
H -4.350 -4.377 8.750
H -5.778 -3.097 5.483
H -7.047 -4.337 5.767
H -5.959 -4.434 4.393
H -5.671 -7.331 5.411
H -5.615 -7.635 7.166
H -4.137 -7.642 6.318

---

2.
A 4-piece molecular cluster, C36H67Br2IN3O6 overall at a distorted geometry, computed with ωB97M-V/def2-TZVPD.

As for the expectation value of S²: 3.764. The value obtained for the highest occupied orbital energy (spin up / spin down) is -8.716 / -9.182 eV. The calculation puts the HOMO-LUMO gap (spin up / spin down) at 0.326 / 0.321 Eh. As for the spin multiplicity: 4.

CARTESIAN COORDINATES (ANGSTROEM)
C 3.710 -3.481 0.805
C 3.050 -2.811 -0.538
Br 1.989 -1.133 -0.076
C 2.230 -3.848 -1.506
Br 3.538 -4.727 -2.802
C 1.477 -5.081 -0.734
O 1.663 -6.197 -1.720
C 0.318 -6.602 -2.172
O -0.024 -7.007 -3.398
O -0.497 -6.374 -0.953
C -0.131 -5.016 -0.428
C -1.112 -4.057 -1.324
C -2.369 -3.556 -0.342
C -1.956 -2.335 0.671
I -1.753 -0.397 -0.416
H 4.183 -4.541 0.616
H 2.819 -3.661 1.576
H 4.455 -2.744 1.364
H 3.965 -2.405 -1.187
H 1.518 -3.205 -2.206
H 1.945 -5.561 0.226
H -0.226 -5.033 0.740
H -1.652 -4.627 -2.222
H -0.613 -3.086 -1.746
H -2.900 -4.476 0.198
H -3.201 -3.125 -1.082
H -2.881 -2.176 1.402
H -0.994 -2.603 1.296
C 2.190 -7.061 -9.777
C 1.668 -5.639 -9.443
C 2.776 -4.814 -8.735
C 2.979 -5.188 -7.273
C 1.659 -5.119 -6.516
C 0.545 -5.986 -7.163
N 0.401 -5.743 -8.641
O -0.296 -4.532 -8.801
C 0.841 -7.487 -6.892
C -0.785 -5.736 -6.375
C 1.452 -5.007 -10.861
H 2.503 -7.638 -8.910
H 1.431 -7.643 -10.313
H 3.075 -7.011 -10.424
H 2.528 -3.747 -8.782
H 3.730 -4.928 -9.266
H 3.424 -6.185 -7.193
H 3.695 -4.492 -6.817
H 1.825 -5.433 -5.477
H 1.336 -4.071 -6.469
H 0.206 -8.135 -7.508
H 0.642 -7.747 -5.845
H 1.882 -7.764 -7.054
H -1.080 -4.680 -6.367
H -0.679 -6.025 -5.322
H -1.610 -6.322 -6.796
H 0.649 -5.517 -11.407
H 2.362 -5.085 -11.469
H 1.210 -3.939 -10.813
C -3.511 2.815 5.494
C -3.165 2.600 3.997
C -2.775 3.950 3.337
C -3.965 4.850 3.033
C -5.002 4.101 2.206
C -5.463 2.775 2.870
N -4.310 1.912 3.309
O -3.794 1.285 2.161
C -6.382 3.099 4.079
C -6.424 2.042 1.875
C -1.867 1.723 4.064
H -4.340 3.499 5.668
H -3.751 1.865 5.983
H -2.661 3.251 6.033
H -2.241 3.761 2.398
H -2.073 4.496 3.980
H -4.404 5.228 3.961
H -3.620 5.729 2.472
H -5.866 4.757 2.035
H -4.577 3.894 1.214
H -6.552 2.211 4.699
H -7.368 3.448 3.745
H -6.005 3.900 4.713
H -5.956 1.839 0.905
H -7.309 2.654 1.659
H -6.777 1.092 2.294
H -2.077 0.732 4.485
H -1.107 2.194 4.700
H -1.400 1.587 3.082
C 3.326 5.262 6.669
C 2.682 5.322 5.260
C 3.673 5.947 4.242
C 3.795 7.461 4.357
C 2.421 8.114 4.275
C 1.422 7.555 5.324
N 1.370 6.051 5.336
O 0.602 5.649 4.229
C 1.803 8.090 6.732
C 0.024 8.208 5.060
C 2.526 3.807 4.885
H 3.615 6.231 7.071
H 2.653 4.786 7.390
H 4.251 4.670 6.652
H 3.354 5.707 3.221
H 4.669 5.502 4.362
H 4.302 7.733 5.287
H 4.424 7.837 3.540
H 2.532 9.199 4.401
H 2.021 7.965 3.263
H 1.263 7.554 7.521
H 1.547 9.152 6.835
H 2.870 8.040 6.945
H -0.346 8.021 4.045
H 0.071 9.299 5.165
H -0.725 7.842 5.773
H 1.804 3.307 5.542
H 3.481 3.277 4.986
H 2.205 3.661 3.847